(1)
The following is a DFT calculation (the ωB97M-V functional and the def2-TZVPD basis) of a single C4H8O3 molecule.

XYZ file:
```
15
Properties=species:S:1:pos:R:3:lowdin_charge:R:1
O 0.429 -1.684 -0.241 0.11
O -2.148 -1.078 0.043 -0.01
O 1.093 0.359 0.429 -0.02
C 2.452 -0.083 0.339 -0.04
C -1.478 1.055 -0.881 -0.03
C -1.246 -0.014 0.187 -0.36
C 0.175 -0.550 0.104 -0.46
H 2.686 -0.393 -0.683 0.10
H -1.373 0.436 1.182 0.16
H -1.625 -1.838 -0.259 0.09
H -0.823 1.918 -0.727 0.08
H -2.521 1.380 -0.829 0.09
H -1.303 0.635 -1.878 0.09
H 2.630 -0.920 1.019 0.10
H 3.054 0.778 0.626 0.09
```

As for the total charge: 0. For the HOMO-LUMO gap, the calculation gives 11.304 eV. The value obtained for the calculated total energy is -382.93857 a.u. The calculation puts the energy relative to the best compared isomer or geometry (same formula, charge and spin) at 16.5 kcal per mole. The calculation puts the largest force on an atom at 0.49 eV/A.

---

(2)
The following is a DFT calculation (the ωB97M-V functional and the def2-TZVPD basis) of 2 unconnected molecules or ions with the total composition C4H8O3 at a distorted geometry.

XYZ file:
```
15
Properties=species:S:1:pos:R:3:lowdin_charge:R:1
O -0.710 1.179 2.542 0.04
O -0.472 -1.225 -2.514 0.06
O 2.883 0.190 -0.186 -0.07
C -1.241 0.127 0.497 -0.17
C -0.485 -1.338 -1.315 -0.28
C -0.039 -0.285 -0.336 -0.17
C -0.950 1.332 1.362 -0.25
H -0.931 2.344 0.931 0.12
H -1.651 -0.700 1.067 0.12
H -2.210 0.405 0.020 0.13
H 3.258 0.906 0.362 0.06
H 0.749 -0.742 0.265 0.11
H 3.685 -0.320 -0.418 0.06
H 0.419 0.518 -0.906 0.11
H -0.890 -2.274 -0.876 0.13
```

As for the total charge: 0. For the HOMO-LUMO gap, the calculation gives 10.115 eV. The value obtained for the calculated total energy is -382.88991 a.u. The calculation puts the energy relative to the best compared isomer or geometry (same formula, charge and spin) at 47.0 kcal per mole. The calculation puts the largest force on an atom at 2.20 eV/A.

---

(3)
The following is a DFT calculation (the ωB97M-V functional and the def2-TZVPD basis) of 2 unconnected molecules or ions with the total composition C4H8O3 at a distorted geometry.

XYZ file:
```
15
Properties=species:S:1:pos:R:3:lowdin_charge:R:1
O -1.303 0.718 -1.853 0.08
O 0.293 -1.420 -1.523 0.06
O 1.570 3.020 0.100 0.01
C 0.867 -1.656 -0.497 -0.25
C 0.071 -1.278 0.710 -0.13
C -0.646 0.119 0.426 -0.12
C -1.528 0.150 -0.855 -0.32
H -1.329 0.386 1.310 0.13
H -2.515 -0.387 -0.704 0.13
H 2.333 2.528 -0.012 0.00
H -0.028 0.999 0.469 0.06
H 0.787 2.662 0.420 -0.02
H 1.668 -2.451 -0.204 0.15
H -0.790 -2.039 0.620 0.15
H 0.551 -1.350 1.593 0.06
```

As for the total charge: 0. For the HOMO-LUMO gap, the calculation gives 9.996 eV. The value obtained for the calculated total energy is -382.84270 a.u. The calculation puts the energy relative to the best compared isomer or geometry (same formula, charge and spin) at 76.6 kcal per mole. The calculation puts the largest force on an atom at 5.05 eV/A.

---

(4)
The following is a DFT calculation (the ωB97M-V functional and the def2-TZVPD basis) of 2 unconnected molecules or ions with the total composition C4H8O3.

XYZ file:
```
15
Properties=species:S:1:pos:R:3:lowdin_charge:R:1
O -2.767 -0.325 1.419 0.11
O -0.378 0.781 -2.261 -0.05
O -1.242 1.617 0.230 0.09
C -0.713 0.582 0.582 -0.36
C 1.195 -1.084 -0.057 -0.09
C 0.763 0.298 0.470 -0.18
C -1.576 -0.459 1.322 -0.16
H 1.427 -1.033 -1.126 0.07
H 2.088 -1.416 0.485 0.07
H 1.217 1.100 -0.121 0.11
H -1.036 -1.322 1.761 0.12
H -0.809 1.365 -1.618 0.01
H 0.302 1.329 -2.657 0.05
H 0.427 -1.862 0.059 0.07
H 1.102 0.429 1.510 0.13
```

As for the total charge: 0. For the HOMO-LUMO gap, the calculation gives 9.271 eV. The value obtained for the calculated total energy is -382.89710 a.u. The calculation puts the energy relative to the best compared isomer or geometry (same formula, charge and spin) at 42.5 kcal per mole. The calculation puts the largest force on an atom at 0.73 eV/A.

---

(5)
The following is a DFT calculation (the ωB97M-V functional and the def2-TZVPD basis) of 2 unconnected molecules or ions with the total composition C4H8O3P at a distorted geometry.

XYZ file:
```
16
Properties=species:S:1:pos:R:3:lowdin_charge:R:1
P -1.417 0.426 -1.042 0.30
O -1.748 0.017 -2.435 -0.41
O -2.217 -0.010 0.112 -0.36
O 0.610 0.468 0.770 -0.07
C 0.444 -0.918 0.862 -0.44
C 0.366 -0.172 -0.413 -0.29
C -1.075 2.209 -0.815 -0.19
C 1.598 -1.753 1.286 -0.08
H -0.506 -1.373 1.047 0.11
H 1.232 -2.734 1.186 0.06
H -0.940 2.207 0.216 -0.01
H -2.034 2.618 -1.110 0.02
H 1.743 -0.810 -1.280 0.15
H 2.502 -1.524 0.698 0.06
H -0.297 2.815 -1.411 0.07
H 1.739 -1.468 2.328 0.07
```

As for the total charge: -1. For the HOMO-LUMO gap, the calculation gives 8.537 eV. The value obtained for the calculated total energy is -724.25774 a.u. The calculation puts the energy relative to the best compared isomer or geometry (same formula, charge and spin) at 85.3 kcal per mole. The calculation puts the largest force on an atom at 3.54 eV/A.

---

(6)
The following is a DFT calculation (the ωB97M-V functional and the def2-TZVPD basis) of a gas-phase ion, C4H8O3P (charge +1) at a distorted geometry.

XYZ file:
```
16
Properties=species:S:1:pos:R:3:lowdin_charge:R:1
P 2.198 0.701 0.356 1.19
O 0.972 1.641 0.653 -0.28
O 1.763 -0.230 -0.927 -0.21
O 1.663 -1.100 0.275 -0.19
C 0.312 -1.678 0.247 -0.08
C -0.805 -0.636 0.538 -0.11
C -0.242 1.720 -0.156 -0.16
C -0.742 0.371 -0.582 -0.20
H -0.242 0.111 -1.456 0.09
H -1.739 -1.198 0.351 0.15
H 0.437 -2.358 1.089 0.15
H -0.805 -0.271 1.521 0.11
H -0.934 2.162 0.584 0.15
H -1.734 0.521 -0.983 0.14
H -0.268 2.480 -0.900 0.13
H 0.166 -2.236 -0.611 0.12
```

As for the total charge: +1. For the HOMO-LUMO gap, the calculation gives 10.177 eV. The value obtained for the calculated total energy is -723.89742 a.u. The calculation puts the energy relative to the best compared isomer or geometry (same formula, charge and spin) at 89.3 kcal per mole. The calculation puts the largest force on an atom at 4.23 eV/A.

---

(7)
The following is a DFT calculation (the ωB97M-V functional and the def2-TZVPD basis) of a gas-phase ion, C4H8O3P2 (charge -2) at a distorted geometry.

XYZ file:
```
17
Properties=species:S:1:pos:R:3:lowdin_charge:R:1
P 1.618 -2.339 0.308 -0.04
P -0.322 -1.496 0.137 0.83
O 0.715 -2.764 -0.932 -0.59
O 1.823 -3.426 1.331 -0.50
O 2.829 -1.588 -0.143 -0.46
C -0.495 1.144 -0.824 -0.29
C -0.525 1.712 0.702 -0.41
C 0.188 -0.254 -1.117 -0.49
C -1.258 0.701 1.511 -0.30
H 0.379 2.038 1.042 0.03
H -1.536 0.986 -1.233 0.08
H 1.332 -0.144 -1.316 0.08
H 0.095 1.822 -1.448 0.06
H -1.360 1.048 2.549 -0.04
H -2.180 0.514 0.924 -0.03
H -0.196 -0.630 -2.017 0.01
H -1.108 2.678 0.525 0.06
```

As for the total charge: -2. For the HOMO-LUMO gap, the calculation gives 5.663 eV. The value obtained for the calculated total energy is -1065.60087 a.u. The calculation puts the energy relative to the best compared isomer or geometry (same formula, charge and spin) at 28.3 kcal per mole. The calculation puts the largest force on an atom at 5.23 eV/A.

---

(8)
The following is a DFT calculation (the ωB97M-V functional and the def2-TZVPD basis) of a molecular structure, C4H8O3Rb at a distorted geometry.

XYZ file:
```
16
Properties=species:S:1:pos:R:3:lowdin_spin:R:1
Rb -1.034 -2.328 3.902 0.02
O 0.982 -0.404 -0.832 0.00
O -0.203 -1.809 0.400 0.01
O 1.213 -0.439 1.421 0.00
C 1.168 1.866 -1.509 0.00
C 0.777 -0.981 0.368 0.00
C 1.898 0.688 -0.907 0.00
C -3.088 -1.165 0.888 0.80
H 2.298 0.947 0.083 0.00
H 0.485 2.322 -0.780 0.00
H 1.897 2.627 -1.818 0.00
H -2.440 -0.285 0.833 0.05
H 0.589 1.563 -2.392 0.00
H -4.031 -0.799 1.297 0.06
H -3.270 -2.194 0.572 0.06
H 2.759 0.392 -1.526 0.00
```

The spin multiplicity is 2. As for the total charge: 0. The expectation value of S² is 0.754. For the HOMO-LUMO gap (alpha / beta), the calculation gives 5.956 / 5.818 eV. The value obtained for the calculated total energy is -406.91487 a.u. The calculation puts the energy relative to the best compared isomer or geometry (same formula, charge and spin) at 3.5 kcal per mole. The calculation puts the largest force on an atom at 5.05 eV/A.

---

(9)
The following is a DFT calculation (the ωB97M-V functional and the def2-TZVPD basis) of a molecular structure, C4H8O3Rb at a distorted geometry.

XYZ file:
```
16
Properties=species:S:1:pos:R:3:lowdin_spin:R:1
Rb 2.970 1.000 0.886 0.01
O 0.331 1.432 0.887 0.17
O 0.420 -0.507 -0.165 0.01
O -1.458 -0.052 1.063 0.00
C -0.993 3.093 1.363 0.66
C -0.162 -1.633 -0.807 0.00
C -0.443 0.390 0.510 0.01
C 0.934 -2.411 -1.496 0.00
H 1.459 -1.788 -2.233 0.00
H -1.699 3.296 0.550 0.05
H 1.672 -2.774 -0.767 0.00
H -0.914 -1.271 -1.525 0.00
H 0.499 -3.288 -1.995 0.00
H -0.340 3.948 1.555 0.05
H -0.687 -2.260 -0.071 0.00
H -1.585 2.825 2.244 0.04
```

The spin multiplicity is 2. As for the total charge: 0. The expectation value of S² is 0.754. For the HOMO-LUMO gap (alpha / beta), the calculation gives 4.530 / 7.530 eV. The value obtained for the calculated total energy is -406.92045 a.u. The calculation puts the energy relative to the best compared isomer or geometry (same formula, charge and spin) at 0.0 kcal per mole. The calculation puts the largest force on an atom at 5.52 eV/A.

---

(10)
The following is a DFT calculation (the ωB97M-V functional and the def2-TZVPD basis) of a molecular structure, C4H8O3Yb at a distorted geometry.

XYZ file:
```
16
Properties=species:S:1:pos:R:3:lowdin_spin:R:1
Yb -3.168 -0.797 2.461 0.03
O -1.608 -1.294 0.796 0.14
O 0.426 -0.582 1.041 0.91
O -0.020 -1.841 -0.687 0.45
C -0.962 -2.526 -1.557 0.22
C 1.607 1.760 0.725 0.00
C 0.801 2.675 0.057 0.00
C -0.446 -1.298 0.382 0.06
H -1.453 -3.323 -0.991 0.08
H 1.750 1.821 1.816 0.00
H -0.092 3.046 0.570 0.00
H 0.793 2.649 -1.035 0.00
H 2.496 1.329 0.235 0.00
H -0.349 -2.935 -2.361 0.00
H -1.684 -1.798 -1.941 0.09
H 1.910 3.115 0.490 0.00
```

The spin multiplicity is 3. As for the total charge: +4. The expectation value of S² is 2.013. For the HOMO-LUMO gap (alpha / beta), the calculation gives 10.494 / 3.723 eV. The value obtained for the calculated total energy is -1539.50818 a.u. The calculation puts the largest force on an atom at 4.69 eV/A.